The following is a quantum chemistry calculation of C6H10ClN in the gas phase at a distorted geometry, from the Open Molecules 2025 dataset.

Results
Multiplicity   1
SMILES string   CN1CC[C@@H]2[C@@H](Cl)[C@H]21
HOMO   -0.3163 Ha
Electronic energy   -749.376586 Eh
E_LUMO   0.037 Eh
HOMO-LUMO gap   9.62 eV
Max |F|   2.78 eV/Å

Element x y z (Å)
1 Cl -3.49755 -0.57633 -0.37753
2 N 0.36931 -0.74280 -0.37128
3 C -0.71680 -0.39269 0.50828
4 C 0.01184 1.76068 -0.13983
5 C 1.15901 0.61254 -0.39370
6 C 1.34394 -1.85582 -0.09252
7 C -1.18913 0.85898 -0.30267
8 C -2.12194 0.07789 0.53973
9 H -1.22341 0.46309 -1.37060
10 H 1.85810 0.73561 -1.34926
11 H -0.09411 2.55823 -0.80560
12 H 2.09112 -1.61768 -0.96050
13 H 1.82715 0.44111 0.55938
14 H -0.16486 -0.18084 1.42015
15 H 0.90743 -2.90598 -0.28945
16 H 1.71570 -1.98984 0.92815
17 H 0.12804 2.23276 0.89739
18 H -2.40385 0.52108 1.59986

Atom charges from the natural (NBO) analysis, given in e for atoms 1 to 4: atom 1 (Cl): -0.0272, atom 2 (N): -0.4409, atom 3 (C): -0.1122, atom 4 (C): -0.4135